A single C18H18N2O3 molecule, computed with the ωB97M-V functional and the def2-TZVPD basis.

As for the energy above the lowest of the compared OMol25 structures with the same formula, charge and spin: 9.1 kcal/mol. The value obtained for the HOMO-LUMO gap is 0.3353 Eh. The calculation puts the HOMO energy at -9.02 eV. The total energy comes out at -1031.999806 a.u.

ORCA input file:
```
! wB97M-V def2-TZVPD RIJCOSX def2/J DEFGRID3
* xyz 0 1
O -3.476 -1.828 -0.814
C -2.620 -1.694 0.028
N -2.166 -0.516 0.497
H -1.423 -0.554 1.180
C -2.244 0.739 -0.240
C -0.900 0.923 -0.911
C -0.600 0.137 -2.018
C 0.651 0.184 -2.602
C 1.620 1.021 -2.074
C 1.327 1.804 -0.974
C 0.072 1.766 -0.377
C -0.215 2.667 0.792
C -1.413 2.209 1.617
C -2.590 1.890 0.701
H -3.471 1.622 1.286
H -2.832 2.770 0.102
H -1.694 2.994 2.321
H -1.145 1.328 2.202
H 0.673 2.734 1.424
H -0.413 3.671 0.401
H 2.084 2.457 -0.561
H 2.603 1.064 -2.519
H 0.868 -0.433 -3.460
H -1.357 -0.523 -2.415
H -3.031 0.602 -0.989
C -1.919 -2.890 0.706
H -1.925 -3.736 0.014
H -2.419 -3.160 1.637
O -0.587 -2.520 1.050
C 0.298 -2.484 0.033
O 0.098 -2.981 -1.045
C 1.519 -1.719 0.378
C 2.601 -1.736 -0.501
C 3.701 -0.948 -0.218
C 3.669 -0.163 0.926
N 2.646 -0.136 1.764
C 1.602 -0.896 1.500
H 0.794 -0.849 2.218
H 4.500 0.479 1.189
H 4.561 -0.937 -0.869
H 2.553 -2.359 -1.381
*
```

C36H23MnN11S as an isolated structure, computed with the ωB97M-V functional and the def2-TZVPD basis.

The value obtained for the HOMO-LUMO gap (alpha / beta) is 0.1756 / 0.1779 Eh. The calculation puts the HOMO energy (alpha / beta) at -6.01 / -6.23 eV. The total energy comes out at -3537.224552 a.u.

ORCA input file:
```
! wB97M-V def2-TZVPD RIJCOSX def2/J DEFGRID3
* xyz 0 6
Mn -0.051 0.745 -0.287
C -2.268 -1.322 5.472
C -0.916 -1.230 5.815
C 0.014 -0.709 4.983
C -0.401 -0.145 3.730
C 0.287 0.446 2.613
N 1.595 0.738 2.673
C 2.196 1.127 1.523
C 3.632 1.506 1.607
C 4.527 1.603 2.705
C 5.805 1.945 2.360
C 6.171 2.290 0.976
C 5.211 2.269 -0.041
C 3.902 1.875 0.359
C 2.724 1.694 -0.523
N 2.672 1.895 -1.797
C 1.609 1.683 -2.524
N 0.309 1.383 -1.998
C -0.455 1.122 -3.158
N -1.766 0.904 -3.197
C -2.469 0.829 -2.069
N -2.021 0.771 -0.722
C -3.110 0.466 0.070
N -3.012 0.180 1.368
C -1.897 0.227 2.038
N -0.659 0.747 1.688
C -1.762 -0.256 3.414
C -2.717 -0.888 4.247
C -4.304 0.534 -0.722
C -5.644 0.318 -0.537
C -6.485 0.114 -1.594
C -6.106 0.223 -2.971
C -4.799 0.573 -3.196
C -3.897 0.660 -2.072
C 0.288 1.307 -4.354
C -0.048 1.312 -5.709
C 0.905 1.716 -6.568
C 2.190 1.999 -6.150
C 2.557 2.006 -4.845
C 1.573 1.729 -3.919
N 1.731 1.242 0.320
H -3.103 -1.646 6.096
H -0.530 -1.499 6.852
H 1.077 -0.677 5.164
H 4.232 1.478 3.779
H 6.575 1.870 3.184
H 7.191 2.516 0.706
H 5.545 2.538 -1.033
H -3.738 -0.804 3.877
H -6.020 0.237 0.491
H -7.539 0.061 -1.339
H -6.722 0.134 -3.803
H -4.343 0.772 -4.176
H -1.081 1.120 -6.114
H 0.756 1.918 -7.600
H 2.806 2.128 -6.995
H 3.526 2.260 -4.454
C -0.248 -4.490 3.151
C -0.967 -3.972 1.991
C -0.277 -3.143 0.949
N -0.547 -1.991 0.581
N 0.402 -1.491 -0.282
C 1.471 -2.214 -0.388
N 2.573 -1.796 -1.079
S 1.329 -3.721 0.420
H -0.979 -4.821 3.843
H 0.324 -3.615 3.528
H 0.546 -5.250 2.874
H -1.794 -3.324 2.254
H -1.411 -4.782 1.370
H 2.511 -0.989 -1.640
H 3.325 -2.436 -1.217
*
```

A single C2H2ClF molecule, computed with the ωB97M-V functional and the def2-TZVPD basis.

As for the energy above the lowest of the compared OMol25 structures with the same formula, charge and spin: 4.1 kcal/mol. The value obtained for the HOMO-LUMO gap is 0.3962 Eh. The calculation puts the HOMO energy at -9.94 eV. The total energy comes out at -637.429246 a.u.

ORCA input file:
```
! wB97M-V def2-TZVPD RIJCOSX def2/J DEFGRID3
* xyz 0 1
C -0.388 0.101 0.413
C 0.579 -0.078 -0.489
H 0.919 0.746 -1.114
H 1.114 -1.014 -0.522
F -1.008 1.326 0.362
Cl -1.217 -1.080 1.350
*
```

A 2-piece molecular cluster, C4H11NO overall, computed with the ωB97M-V functional and the def2-TZVPD basis.

As for the energy above the lowest of the compared OMol25 structures with the same formula, charge and spin: 0.0 kcal/mol. The value obtained for the HOMO-LUMO gap (alpha / beta) is 0.3836 / 0.3208 Eh. The calculation puts the HOMO energy (alpha / beta) at -13.77 / -15.18 eV. The total energy comes out at -288.715242 a.u.

ORCA input file:
```
! wB97M-V def2-TZVPD RIJCOSX def2/J DEFGRID3
* xyz 1 2
C -0.287 1.640 -0.061
C -0.400 0.202 -0.466
C -1.106 -0.742 0.296
N -1.999 -0.467 1.222
C 0.429 -0.289 -1.567
H -1.112 1.960 0.571
H -0.272 2.238 -0.974
H 0.675 1.794 0.437
H -0.762 -1.769 0.313
H -2.296 -1.160 1.894
H -2.288 0.490 1.377
H -0.123 -0.061 -2.502
H 0.492 -1.378 -1.578
H 1.379 0.217 -1.693
H 2.206 -0.207 1.035
H 3.210 -1.314 0.827
O 2.255 -1.153 0.869
*
```

An isolated ion of composition C6H12N2O and charge +2, computed with the ωB97M-V functional and the def2-TZVPD basis.

As for the energy above the lowest of the compared OMol25 structures with the same formula, charge and spin: 19.2 kcal/mol. The value obtained for the HOMO-LUMO gap (alpha / beta) is 0.2889 / 0.2331 Eh. The calculation puts the HOMO energy (alpha / beta) at -16.92 / -19.58 eV. The total energy comes out at -419.630535 a.u.

ORCA input file:
```
! wB97M-V def2-TZVPD RIJCOSX def2/J DEFGRID3
* xyz 2 3
C -0.762 1.104 -1.804
C 0.592 1.063 -1.618
C -0.449 0.062 0.117
C -1.439 -2.230 0.865
C 1.546 1.680 0.670
C -0.557 -0.983 1.184
N -1.425 0.422 -0.773
N 0.819 0.437 -0.385
O 1.656 -0.617 -0.441
H -1.259 1.335 -2.720
H 1.352 1.464 -2.196
H -1.241 -2.478 -0.216
H -2.451 -2.055 1.077
H -1.065 -2.992 1.708
H 1.532 1.228 1.714
H 2.492 1.574 0.144
H 1.057 2.702 0.600
H 0.465 -1.174 1.339
H -1.053 -0.623 2.108
H -2.351 0.604 -0.509
H 2.541 -0.522 -0.865
*
```

A single C11H23N3O3 molecule, computed with the ωB97M-V functional and the def2-TZVPD basis.

As for the energy above the lowest of the compared OMol25 structures with the same formula, charge and spin: 76.7 kcal/mol. The value obtained for the HOMO-LUMO gap is 0.3424 Eh. The calculation puts the HOMO energy at -8.86 eV. The total energy comes out at -822.836968 a.u.

ORCA input file:
```
! wB97M-V def2-TZVPD RIJCOSX def2/J DEFGRID3
* xyz 0 1
C -1.413 -2.147 -0.014
C -0.696 -1.178 0.928
C -0.254 -2.424 -1.037
C 0.480 -1.276 -1.754
C 1.420 -1.627 -2.967
C 2.336 -0.548 -3.571
C -0.902 1.193 1.485
C 0.411 1.741 0.851
C -0.722 1.345 3.051
C 0.446 0.642 3.798
C -1.127 2.786 3.267
H -2.295 -1.110 -1.606
H -3.512 -1.687 -0.662
H -1.618 -2.996 0.556
H -0.898 -3.002 -1.819
H 0.345 -3.091 -0.422
H -0.286 -0.536 -2.064
H 1.179 -0.887 -1.085
H 2.008 -2.445 -2.550
H 0.885 -2.141 -3.769
H 2.948 -1.009 -4.380
H 3.118 -0.301 -2.833
H 2.349 1.184 -4.558
H 1.609 1.246 -3.182
H -2.138 0.195 0.253
H -1.638 1.948 1.177
H -1.645 1.012 3.534
H 0.786 -0.333 3.380
H 1.323 1.348 3.584
H 0.071 0.642 4.837
H -2.080 3.093 2.826
H -1.317 2.936 4.399
H -0.318 3.446 2.919
H 1.128 2.302 -0.990
N -2.527 -1.559 -0.735
N 1.603 0.652 -4.071
N -1.231 0.120 0.836
O 0.393 -1.366 1.398
O 1.427 2.042 1.485
O 0.353 1.788 -0.495
*
```